{
  "formula": "C11H32Li5O7",
  "method": "ωB97M-V/def2-TZVPD",
  "symbols": ["Li", "Li", "Li", "Li", "Li", "O", "C", "C", "O", "H", "H", "H", "H", "O", "H", "H", "O", "H", "H", "C", "C", "C", "O", "H", "H", "H", "H", "H", "H", "H", "H", "C", "C", "C", "O", "H", "H", "H", "H", "H", "H", "H", "H", "C", "C", "C", "O", "H", "H", "H", "H", "H", "H", "H", "H"],
  "xyz": [[-15.739543, -14.838768, 15.103240], [-18.374726, -16.915688, 14.204156], [-20.240869, -11.984134, 12.377359], [-19.043831, -13.973768, 14.222173], [-17.472995, -10.580641, 14.072461], [-17.202716, -15.081258, 13.736435], [-16.708551, -14.304022, 12.716860], [-17.548224, -13.019739, 12.227274], [-18.265256, -12.153664, 13.094007], [-16.157634, -14.853071, 11.953237], [-15.772362, -13.915429, 13.117661], [-18.327913, -13.377792, 11.554970], [-16.925982, -12.379715, 11.601749], [-15.558466, -10.403789, 10.104701], [-16.257200, -10.897664, 10.533770], [-14.753365, -10.850782, 10.365925], [-15.304094, -17.736662, 13.875060], [-16.158663, -17.803612, 13.449073], [-15.051902, -18.643159, 14.050873], [-14.534030, -14.273911, 8.561307], [-13.160107, -13.645408, 8.506465], [-12.167916, -14.569317, 9.227583], [-12.847912, -13.388870, 7.185383], [-15.268689, -13.703564, 7.992908], [-14.920385, -14.263747, 9.580491], [-14.493916, -15.304176, 8.207699], [-13.204171, -12.658025, 8.966065], [-12.481107, -14.976386, 10.188990], [-11.247243, -14.031945, 9.454936], [-11.965176, -15.491958, 8.683770], [-12.242476, -12.644332, 7.211702], [-18.752195, -15.108781, 8.955292], [-19.969579, -15.653302, 9.670490], [-21.021334, -15.944158, 8.653252], [-19.599569, -16.800247, 10.293588], [-17.924673, -14.880569, 9.627034], [-18.968584, -14.104212, 8.591798], [-18.303924, -15.842638, 8.285512], [-20.299519, -14.964569, 10.448249], [-21.947121, -16.374287, 9.035360], [-20.636520, -16.803493, 8.104102], [-21.204668, -15.047642, 8.061013], [-19.228886, -17.382237, 9.626152], [-12.171941, -10.341918, 11.023157], [-12.404219, -11.602915, 11.822080], [-11.977994, -11.578758, 13.343014], [-13.796209, -11.849424, 11.788512], [-11.102728, -10.138173, 10.965177], [-12.530548, -9.447818, 11.533140], [-12.623400, -10.272902, 10.033443], [-11.906874, -12.404196, 11.275556], [-12.116416, -12.575360, 13.762195], [-12.524748, -10.924788, 14.022344], [-10.934476, -11.265025, 13.316000], [-13.976778, -12.783330, 11.918152]],
  "forces_ev_per_a": [[-0.11, -0.52, -0.49], [0.56, 0.07, -0.47], [0.54, 0.51, -0.26], [1.14, 0.39, -0.28], [-0.10, -0.20, -0.44], [-2.67, -1.09, 2.10], [1.38, 2.34, 0.38], [-0.26, -0.97, -1.36], [-0.85, -0.53, 2.21], [-1.35, -0.38, -1.10], [0.63, 1.26, 0.50], [0.15, -0.68, -0.59], [0.55, -0.46, -0.02], [-0.39, 0.24, -0.41], [-0.09, 0.00, -0.08], [0.34, -0.13, 0.45], [-0.45, 0.89, 0.33], [0.14, -0.24, -0.53], [0.35, -0.50, 0.15], [-0.68, -0.49, -0.21], [-2.50, 0.36, -0.13], [2.16, -0.98, 0.85], [-0.06, -1.00, 0.53], [0.24, -0.01, -0.34], [0.43, -0.09, 0.19], [-0.20, 0.00, -0.04], [0.66, 0.34, 0.64], [-0.95, 0.67, 0.01], [0.12, -0.03, -0.42], [0.03, 0.36, -0.64], [0.98, 0.94, -0.75], [0.62, 1.35, 0.82], [0.31, 1.00, -1.24], [-0.72, -0.26, -0.11], [0.72, -2.16, 2.32], [0.11, -0.27, 0.75], [-0.03, -0.30, -1.10], [-0.52, 0.33, -0.65], [-0.21, 0.32, 0.23], [-0.12, 0.52, 0.42], [0.15, 0.38, -0.82], [-0.20, -0.42, -0.39], [-0.04, -0.41, -0.03], [0.61, 1.16, 0.87], [0.18, 0.57, 1.21], [0.46, -0.01, -1.71], [-1.82, -0.51, -0.51], [0.09, -0.22, -0.34], [-0.33, -0.08, 0.27], [0.09, -0.56, -0.13], [0.31, -0.33, 0.35], [0.47, -0.21, -0.10], [-0.20, 0.45, -0.64], [0.12, -0.32, 0.63], [0.23, -0.10, 0.13]],
  "s2": 0.754,
  "spin_multiplicity": 2,
  "orbital_gap_ha": [0.24390, 0.14449],
  "lumo_energy_ev": [-12.72, -15.42],
  "charge": 4
}

{
  "formula": "C11H32N4O5Ru",
  "method": "ωB97M-V/def2-TZVPD",
  "symbols": ["O", "H", "Ru", "N", "N", "O", "O", "C", "C", "C", "C", "H", "H", "H", "H", "H", "H", "H", "H", "O", "H", "H", "C", "H", "H", "H", "O", "H", "H", "C", "N", "C", "C", "C", "N", "C", "C", "H", "H", "H", "H", "H", "H", "H", "H", "H", "H", "H", "H", "H", "H", "H", "H"],
  "xyz": [[3.789606, 2.051928, -2.084131], [4.308290, 2.614736, -2.675393], [-0.280178, -0.192543, 0.128351], [-2.018040, -0.555048, -0.837245], [0.289978, -0.568723, -1.796839], [-3.346091, -0.610357, -0.379407], [1.515694, -0.536790, -2.460005], [-1.970884, -0.958783, -2.120202], [-0.658379, -1.031715, -2.642391], [-3.214949, -1.374343, -2.811823], [-0.261898, -1.520860, -3.982767], [-4.096934, -0.910475, -2.346623], [-3.318558, -2.484040, -2.753352], [-3.159162, -1.093169, -3.887935], [0.802755, -1.794088, -4.001042], [-0.440776, -0.732772, -4.744215], [-0.884484, -2.398578, -4.248015], [-3.390652, -0.215346, 0.514306], [2.170399, 0.034770, -1.973717], [0.234911, -2.636871, 0.386571], [-0.621473, -2.775081, -0.065683], [0.857565, -2.449986, -0.350829], [2.629341, 2.803683, -1.675153], [2.563979, 2.726621, -0.579939], [1.736769, 2.375643, -2.165634], [2.660918, 3.884096, -1.923547], [-1.038801, 2.143514, -0.185934], [-1.770813, 1.959851, -0.827116], [-1.557164, 2.527640, 0.566285], [1.626753, 1.710884, 1.584210], [1.556512, 0.250874, 1.280241], [2.810263, -0.118081, 0.588982], [1.436096, -0.570802, 2.494825], [0.158809, -0.210661, 3.234467], [-1.033701, -0.234815, 2.277055], [-1.807985, -1.487289, 2.496956], [-1.955880, 0.873277, 2.645096], [1.125024, 2.255537, 0.767243], [1.125804, 1.977796, 2.524362], [2.691562, 2.027793, 1.650858], [3.633167, -0.089179, 1.322526], [2.722707, -1.134586, 0.189869], [3.042855, 0.608806, -0.202688], [1.437692, -1.630162, 2.196331], [2.300257, -0.402576, 3.161820], [-0.022947, -0.946045, 4.046170], [0.209186, 0.789512, 3.709360], [-2.232525, -1.450257, 3.507861], [-2.627388, -1.532468, 1.773181], [-1.159853, -2.365431, 2.402852], [-2.308342, 0.686768, 3.667160], [-1.434433, 1.838906, 2.631013], [-2.824587, 0.869281, 1.973666]],
  "forces_ev_per_a": [[-0.32, 0.74, -0.05], [-0.07, -0.37, 0.13], [0.44, 1.00, 1.13], [-1.86, -0.23, -0.58], [0.57, -0.13, -1.70], [-1.13, 0.23, 0.98], [2.03, 0.59, 0.14], [0.37, -0.32, 0.13], [0.11, 0.50, 0.50], [-0.17, -0.44, -1.08], [-0.61, -0.40, -0.84], [0.43, -0.28, -0.37], [-0.11, 0.69, -0.08], [-0.12, -0.29, 0.69], [-0.61, 0.08, -0.08], [0.19, -0.45, 0.28], [0.34, 0.46, -0.03], [0.43, -0.24, -0.89], [-1.30, -0.70, -0.45], [-0.05, 0.13, -0.77], [0.43, -0.23, 0.16], [-0.41, -0.42, 0.34], [0.03, 0.07, -0.07], [-0.13, 0.08, -0.52], [0.19, 0.17, 0.34], [0.23, -0.63, 0.01], [-1.77, 0.56, 0.27], [0.92, 0.03, 0.31], [0.83, -0.30, -0.73], [0.22, 0.19, -0.12], [1.38, 0.62, 0.61], [0.07, 0.03, 0.23], [0.08, 0.23, 0.40], [-0.99, -0.35, 0.09], [-0.07, 0.07, 2.02], [0.23, 0.22, 0.11], [0.39, -0.47, 0.15], [0.37, -0.10, 0.42], [0.21, -0.19, -0.37], [-0.66, -0.07, 0.07], [-0.02, -0.06, -0.30], [0.12, 0.23, -0.02], [-0.11, -0.39, 0.20], [-0.04, 0.36, 0.10], [-0.17, -0.09, -0.10], [0.15, 0.44, -0.34], [0.03, -0.65, -0.30], [-0.02, -0.25, -0.07], [0.22, -0.22, 0.12], [-0.19, 0.24, -0.06], [-0.15, 0.28, -0.07], [-0.18, -0.22, -0.13], [0.23, 0.21, 0.19]],
  "s2": 8.763,
  "spin_multiplicity": 6,
  "orbital_gap_ha": [0.23043, 0.27675],
  "lumo_energy_ev": [-2.37, -3.77],
  "charge": 1
}

{
  "formula": "C11H32O10P2Si",
  "method": "ωB97M-V/def2-TZVPD",
  "symbols": ["C", "C", "C", "Si", "O", "C", "C", "O", "H", "H", "H", "H", "H", "H", "H", "H", "H", "H", "H", "H", "H", "H", "C", "O", "P", "O", "O", "C", "O", "C", "H", "H", "H", "H", "H", "H", "H", "H", "H", "C", "O", "P", "O", "O", "C", "O", "C", "H", "H", "H", "H", "H", "H", "H", "H", "H"],
  "xyz": [[1.600793, -1.165533, 5.756310], [1.245789, -2.390547, 4.901114], [1.985162, -2.427508, 3.547137], [3.713950, -3.157711, 3.648032], [3.507241, -4.754200, 4.115418], [4.821757, -2.370381, 4.944524], [5.217944, -0.911011, 4.639130], [4.440257, -0.285373, 3.631593], [1.493419, -1.387742, 6.817325], [0.963439, -0.323272, 5.495891], [2.641415, -0.863752, 5.633808], [1.416129, -3.307147, 5.466599], [0.181675, -2.327378, 4.673850], [1.974907, -1.444663, 3.071104], [1.423591, -3.105441, 2.898543], [4.322995, -3.178453, 2.304229], [3.473823, -4.787032, 5.077898], [4.376461, -2.446398, 5.938725], [5.742348, -2.958821, 4.961242], [6.244200, -0.894139, 4.280719], [5.227752, -0.336937, 5.570275], [3.534757, -0.174084, 3.939919], [0.182841, 2.239535, -1.291537], [0.890484, 1.092620, -1.834895], [0.121001, -0.362414, -1.679733], [-1.080797, 0.155959, -0.948931], [1.295476, -0.981771, -0.760417], [2.440844, -0.277922, -0.289780], [-0.407743, -1.924301, -1.808854], [-1.474221, -2.189734, -2.732761], [0.815321, 3.112158, -1.460140], [-0.764726, 2.392470, -1.796953], [0.031565, 2.119934, -0.223119], [2.151846, 0.533051, 0.379274], [3.037908, 0.106869, -1.112049], [3.044369, -0.987870, 0.273058], [-1.210899, -1.884304, -3.745429], [-2.382973, -1.676392, -2.416220], [-1.645195, -3.262955, -2.726145], [-3.121661, 4.488189, -5.169446], [-3.401468, 3.094425, -4.973940], [-4.853986, 2.669817, -4.455935], [-5.648377, 3.887827, -4.220953], [-4.390694, 1.909224, -3.127405], [-3.141522, 2.107592, -2.474759], [-5.861567, 1.479541, -4.825240], [-6.523521, 1.551994, -6.101223], [-2.097484, 4.545219, -5.533088], [-3.788076, 4.929108, -5.905411], [-3.202765, 5.020503, -4.225300], [-3.059310, 3.131139, -2.099827], [-2.310304, 1.876797, -3.137982], [-3.094001, 1.432210, -1.625527], [-5.804010, 1.603414, -6.918832], [-7.183098, 2.419291, -6.134259], [-7.113062, 0.646296, -6.209627]],
  "forces_ev_per_a": [[0.13, -0.33, 0.04], [0.07, 0.62, -0.31], [0.07, -0.24, 0.35], [-0.44, -0.09, -0.11], [0.17, 0.35, 0.19], [0.30, 0.35, -0.31], [0.21, -0.36, 0.43], [-0.07, 0.07, -0.16], [-0.21, 0.14, 0.06], [0.04, 0.12, 0.05], [0.04, 0.02, -0.04], [-0.02, -0.10, -0.06], [-0.12, -0.25, 0.23], [-0.09, 0.03, -0.05], [0.12, 0.04, -0.22], [0.10, -0.02, 0.03], [-0.03, -0.37, -0.07], [-0.12, -0.10, -0.01], [-0.06, -0.17, 0.12], [-0.02, 0.07, -0.22], [-0.17, 0.20, -0.07], [0.08, 0.02, 0.09], [0.28, 0.29, -0.57], [0.29, -0.36, -2.01], [-1.33, 0.36, 7.65], [-0.58, -0.04, -0.99], [0.65, -0.09, -0.77], [0.06, 0.00, 0.15], [0.93, 0.28, -3.39], [-0.26, 0.00, 0.18], [0.22, -0.21, -0.23], [0.05, -0.03, 0.18], [-0.12, -0.22, -0.05], [0.00, 0.08, -0.07], [-0.02, 0.08, 0.01], [-0.12, -0.11, -0.01], [-0.02, -0.06, -0.02], [0.04, 0.06, 0.01], [0.07, -0.01, 0.05], [0.18, 0.16, -0.29], [-0.39, -1.07, -1.36], [-0.90, 1.00, 4.44], [0.12, 0.19, -0.82], [0.11, -0.35, -0.22], [-0.18, 0.12, 0.19], [1.40, -0.05, -1.99], [-0.27, 0.08, 0.02], [-0.01, -0.11, 0.00], [-0.09, 0.02, 0.08], [-0.13, -0.01, 0.00], [0.05, 0.05, -0.11], [-0.02, 0.05, -0.08], [-0.09, -0.07, -0.06], [0.01, -0.02, 0.00], [0.04, 0.03, 0.03], [0.03, -0.03, 0.08]],
  "smiles": "CCC[Si@H](O)CCO.COP(=O)(OC)OC.COP(=O)(OC)OC",
  "orbital_gap_ha": 0.30623,
  "lumo_energy_ev": -1.44
}